Record 1
{"formula": "H62O31", "method": "ωB97M-V/def2-TZVPD", "elements": ["O", "H", "H", "O", "H", "H", "O", "H", "H", "O", "H", "H", "O", "H", "H", "O", "H", "H", "O", "H", "H", "O", "H", "H", "O", "H", "H", "O", "H", "H", "O", "H", "H", "O", "H", "H", "O", "H", "H", "O", "H", "H", "O", "H", "H", "O", "H", "H", "O", "H", "H", "O", "H", "H", "O", "H", "H", "O", "H", "H", "O", "H", "H", "O", "H", "H", "O", "H", "H", "O", "H", "H", "O", "H", "H", "O", "H", "H", "O", "H", "H", "O", "H", "H", "O", "H", "H", "O", "H", "H", "O", "H", "H"], "xyz": [[3.708, -0.611, 2.976], [3.758, -1.182, 2.210], [2.802, -0.302, 2.987], [1.086, 0.148, 2.112], [0.280, -0.341, 2.279], [0.787, 1.003, 1.801], [2.384, 5.487, 0.639], [2.854, 4.674, 0.825], [3.045, 6.173, 0.735], [-1.218, -3.422, 4.110], [-0.510, -3.010, 3.614], [-1.126, -4.357, 3.929], [-4.079, -0.858, -0.421], [-3.515, -1.232, -1.098], [-3.693, -0.001, -0.234], [1.471, -6.013, 1.719], [0.610, -6.243, 1.369], [1.671, -5.163, 1.325], [2.064, 2.990, -4.331], [2.651, 2.603, -4.980], [2.235, 3.931, -4.383], [-2.384, 4.394, 0.066], [-3.074, 4.960, 0.413], [-2.801, 3.537, -0.028], [1.225, -2.508, -0.317], [2.167, -2.364, -0.401], [1.074, -3.356, -0.735], [0.893, 0.442, 4.865], [0.591, 1.322, 5.090], [1.085, 0.486, 3.928], [3.561, -3.493, 2.029], [4.174, -4.176, 2.302], [3.884, -3.209, 1.173], [-0.922, -4.115, -2.809], [-0.846, -4.110, -3.764], [-0.250, -4.732, -2.519], [-1.128, -2.855, 0.870], [-1.376, -1.961, 1.108], [-0.354, -2.750, 0.318], [1.205, 2.834, -1.370], [2.132, 2.850, -1.133], [1.178, 3.195, -2.256], [-2.207, 1.419, -1.415], [-1.756, 1.690, -2.215], [-1.607, 0.799, -1.000], [-1.286, 4.664, -2.723], [-0.376, 4.868, -2.510], [-1.738, 4.674, -1.879], [-4.119, 1.567, 1.505], [-5.022, 1.815, 1.305], [-3.792, 2.277, 2.058], [0.159, 0.927, -4.944], [0.616, 1.664, -4.539], [0.288, 0.200, -4.335], [4.024, 3.352, 0.340], [4.286, 2.780, 1.061], [4.788, 3.379, -0.235], [0.863, -1.095, -3.197], [0.723, -0.649, -2.362], [1.330, -1.898, -2.965], [-3.758, -2.735, 2.292], [-3.687, -2.674, 3.245], [-2.916, -2.418, 1.967], [-0.098, -0.157, -0.646], [0.522, 0.538, -0.421], [0.344, -0.966, -0.388], [-2.301, 3.179, 2.949], [-2.711, 3.859, 2.415], [-1.378, 3.429, 2.989], [-2.638, -2.000, -2.382], [-2.260, -2.864, -2.217], [-2.507, -1.855, -3.319], [1.334, 5.502, -2.078], [1.266, 6.455, -2.026], [1.855, 5.256, -1.314], [-1.405, -5.507, 0.800], [-1.444, -4.556, 0.703], [-2.301, -5.764, 1.017], [-4.996, 2.318, -1.881], [-5.707, 1.694, -2.029], [-4.302, 1.799, -1.474], [-2.004, -0.231, 2.243], [-2.955, -0.315, 2.175], [-1.868, 0.603, 2.692], [1.956, -5.136, -0.947], [2.852, -5.381, -1.177], [1.436, -5.916, -1.141], [0.803, 2.747, 1.242], [1.100, 2.720, 0.333], [0.795, 3.678, 1.464], [4.506, -2.233, -0.160], [5.348, -1.981, 0.220], [4.646, -2.188, -1.105]], "lowdin_charge": [-0.0576, -0.0190, -0.0198, -0.0438, 0.0386, 0.0034, -0.0463, -0.0142, 0.0559, -0.0409, 0.0231, 0.0344, -0.0537, -0.0334, -0.0288, -0.0660, -0.0078, -0.0166, -0.0330, 0.0586, 0.0498, -0.0298, 0.0506, 0.0212, -0.0321, 0.0516, 0.0287, -0.0431, 0.0268, -0.0341, -0.0345, 0.0528, -0.0380, -0.0256, 0.0597, 0.0284, -0.0300, 0.0166, -0.0023, -0.0282, 0.0326, 0.0225, -0.0308, 0.0490, -0.0054, -0.0558, -0.0355, -0.0111, -0.0272, 0.0590, -0.0036, -0.0605, -0.0230, -0.0319, -0.0218, 0.0711, 0.0674, -0.0388, 0.0041, 0.0328, -0.0448, 0.0304, -0.0330, -0.0341, 0.0374, -0.0038, -0.0340, 0.0213, 0.0420, -0.0314, 0.0101, 0.0582, -0.0494, 0.0646, 0.0026, -0.0531, -0.0242, 0.0466, -0.0575, 0.0320, -0.0285, -0.0341, 0.0241, 0.0328, -0.0282, 0.0655, 0.0617, -0.0274, -0.0187, 0.0461, -0.0270, 0.0723, 0.0662], "mol_weight_g_mol": 558.5, "homo_energy_ev": -9.579, "homo_lumo_gap_ev": 8.612, "e_lumo_ev": -0.967}

=====

Record 2
{"formula": "H64O40SV2", "method": "ωB97M-V/def2-TZVPD", "elements": ["O", "V", "O", "O", "V", "O", "S", "O", "O", "O", "O", "O", "H", "H", "O", "H", "H", "O", "H", "H", "O", "H", "H", "O", "H", "H", "O", "H", "H", "O", "H", "H", "O", "H", "H", "O", "H", "H", "O", "H", "H", "O", "H", "H", "O", "H", "H", "O", "H", "H", "O", "H", "H", "O", "H", "H", "O", "H", "H", "O", "H", "H", "O", "H", "H", "O", "H", "H", "O", "H", "H", "O", "H", "H", "O", "H", "H", "O", "H", "H", "O", "H", "H", "O", "H", "H", "O", "H", "H", "O", "H", "H", "O", "H", "H", "O", "H", "H", "O", "H", "H", "O", "H", "H", "O", "H", "H"], "xyz": [[-5.238, -11.445, 6.721], [-4.537, -12.888, 7.322], [-5.690, -13.955, 7.449], [-5.829, -8.935, 12.000], [-5.679, -10.089, 13.080], [-7.048, -10.953, 13.252], [-4.647, -12.501, 10.757], [-4.993, -12.232, 9.374], [-5.018, -11.335, 11.474], [-5.423, -13.674, 11.220], [-3.213, -12.809, 10.835], [-3.423, -8.290, 6.478], [-3.544, -8.861, 7.237], [-2.551, -8.509, 6.150], [-1.624, -14.475, 11.974], [-0.871, -13.910, 12.148], [-2.202, -13.943, 11.426], [-8.303, -17.738, 8.700], [-8.362, -17.255, 9.524], [-7.597, -18.368, 8.841], [-7.649, -14.043, 12.477], [-7.274, -14.493, 13.234], [-6.891, -13.704, 12.000], [-5.935, -10.860, 16.931], [-5.481, -11.438, 16.319], [-6.723, -10.584, 16.462], [-6.989, -10.679, 8.963], [-6.649, -10.509, 9.841], [-6.578, -11.503, 8.702], [-5.649, -7.203, 8.206], [-5.197, -8.045, 8.262], [-5.238, -6.758, 7.465], [-5.229, -17.999, 13.491], [-4.987, -17.641, 12.637], [-5.910, -17.408, 13.815], [-9.977, -12.411, 12.984], [-9.340, -13.008, 12.591], [-9.613, -11.538, 12.833], [-2.263, -12.017, 6.971], [-1.757, -11.536, 6.316], [-1.688, -12.061, 7.735], [-4.090, -9.274, 8.991], [-3.307, -9.449, 9.514], [-4.741, -9.893, 9.320], [-0.319, -8.844, 11.519], [-1.184, -9.244, 11.428], [0.006, -9.163, 12.361], [0.755, -12.856, 11.897], [0.833, -12.426, 12.748], [1.363, -12.381, 11.331], [-3.762, -6.917, 11.760], [-3.505, -7.763, 12.127], [-3.115, -6.745, 11.076], [-7.991, -15.541, 6.406], [-7.454, -14.766, 6.239], [-7.613, -15.930, 7.195], [-4.448, -11.433, 14.386], [-4.236, -12.357, 14.256], [-3.643, -11.048, 14.730], [-0.353, -11.649, 8.775], [0.326, -11.518, 8.113], [-0.179, -12.523, 9.127], [-2.025, -17.076, 12.796], [-2.755, -17.272, 12.209], [-1.732, -16.204, 12.533], [-2.849, -9.009, 13.400], [-2.312, -9.638, 13.881], [-2.727, -8.182, 13.866], [-8.164, -8.721, 7.622], [-7.863, -9.452, 8.162], [-7.584, -7.997, 7.855], [-3.145, -14.358, 8.098], [-3.148, -14.304, 9.053], [-2.299, -14.750, 7.882], [-4.283, -13.341, 5.072], [-4.195, -12.704, 4.363], [-4.422, -14.177, 4.627], [-5.532, -8.637, 14.781], [-5.492, -7.684, 14.710], [-5.194, -8.827, 15.656], [-2.184, -10.396, 10.587], [-1.314, -10.624, 10.260], [-2.548, -11.224, 10.900], [0.183, -10.539, 13.806], [-0.368, -11.044, 14.404], [1.076, -10.685, 14.120], [-3.490, -17.834, 10.702], [-4.167, -17.164, 10.800], [-3.457, -18.005, 9.761], [-8.360, -16.197, 10.997], [-8.940, -16.649, 11.610], [-8.388, -15.281, 11.271], [-7.512, -13.037, 5.607], [-7.581, -13.035, 4.652], [-7.841, -12.178, 5.872], [-5.575, -16.334, 11.615], [-6.529, -16.258, 11.593], [-5.260, -15.486, 11.301], [-3.768, -14.030, 13.739], [-4.034, -13.874, 12.832], [-3.268, -14.846, 13.705], [-9.944, -12.633, 10.072], [-9.927, -12.631, 9.115], [-9.023, -12.674, 10.329], [-6.475, -15.482, 14.544], [-6.836, -15.710, 15.401], [-5.658, -15.023, 14.742]], "lowdin_charge": [-0.2945, 0.9536, -0.2439, -0.2444, 0.9455, -0.2689, 0.3439, -0.3599, -0.3167, -0.3063, -0.3287, -0.0476, -0.0212, 0.0213, -0.0514, 0.0094, -0.0270, -0.0475, -0.0259, 0.0302, -0.0567, 0.0118, -0.0106, -0.0356, 0.0044, 0.0401, -0.0280, 0.0310, 0.0098, -0.0501, -0.0219, 0.0335, -0.0677, -0.0346, -0.0135, -0.0655, -0.0311, 0.0119, -0.0552, 0.0749, -0.0073, -0.0407, 0.0223, 0.0185, -0.0635, -0.0382, -0.0160, -0.0289, 0.0168, 0.0519, -0.0454, -0.0399, 0.0459, -0.0730, -0.0530, -0.0063, -0.0445, 0.0349, 0.0701, -0.0055, 0.0838, 0.0705, -0.0652, -0.0360, -0.0332, -0.0328, 0.0374, 0.0751, -0.0818, -0.0429, -0.0136, -0.0328, 0.0559, 0.1011, -0.0300, 0.0877, 0.0890, -0.0232, 0.1022, 0.0708, -0.0501, 0.0309, 0.0008, -0.0246, 0.0552, 0.0663, -0.0357, -0.0059, 0.0558, -0.0344, 0.0794, 0.0231, -0.0484, 0.0584, 0.0620, -0.0573, 0.0278, 0.0194, -0.0255, 0.0032, 0.0559, -0.0391, 0.0369, 0.0057, -0.0202, 0.0747, 0.0387], "mol_weight_g_mol": 838.4, "homo_energy_ev": -9.044, "homo_lumo_gap_ev": 7.252, "e_lumo_ev": -1.792}

=====

Record 3
{"formula": "H68O34", "method": "ωB97M-V/def2-TZVPD", "elements": ["O", "H", "H", "O", "H", "H", "O", "H", "H", "O", "H", "H", "O", "H", "H", "O", "H", "H", "O", "H", "H", "O", "H", "H", "O", "H", "H", "O", "H", "H", "O", "H", "H", "O", "H", "H", "O", "H", "H", "O", "H", "H", "O", "H", "H", "O", "H", "H", "O", "H", "H", "O", "H", "H", "O", "H", "H", "O", "H", "H", "O", "H", "H", "O", "H", "H", "O", "H", "H", "O", "H", "H", "O", "H", "H", "O", "H", "H", "O", "H", "H", "O", "H", "H", "O", "H", "H", "O", "H", "H", "O", "H", "H", "O", "H", "H", "O", "H", "H", "O", "H", "H"], "xyz": [[1.979, -4.584, -0.720], [2.126, -3.871, -1.355], [2.252, -5.399, -1.190], [-2.299, 4.067, 1.109], [-2.948, 4.711, 0.883], [-2.277, 3.547, 0.304], [1.293, 0.998, 1.024], [0.728, 1.682, 1.514], [2.152, 0.860, 1.426], [-3.447, -3.168, -0.871], [-2.576, -3.599, -0.788], [-3.527, -2.941, -1.814], [1.483, 5.161, -1.120], [1.831, 4.785, -0.318], [0.598, 4.742, -1.158], [-2.882, 2.819, -4.082], [-1.973, 2.895, -4.350], [-2.989, 1.974, -3.653], [-3.771, 1.855, 2.607], [-3.503, 2.426, 3.330], [-3.159, 2.078, 1.920], [4.146, 4.113, -2.064], [4.031, 4.743, -2.754], [3.241, 4.022, -1.726], [-1.456, -0.666, 1.376], [-2.409, -0.907, 1.341], [-1.375, -0.480, 2.309], [-2.152, 1.676, -0.220], [-2.860, 1.290, -0.803], [-1.876, 0.974, 0.368], [-0.066, 3.418, -4.297], [0.050, 2.570, -4.710], [0.387, 4.125, -4.799], [-1.391, -0.535, 4.778], [-0.854, -1.218, 5.233], [-2.327, -0.703, 4.995], [4.213, -1.285, -0.504], [4.401, -0.764, -1.312], [4.927, -1.208, 0.133], [-1.605, -1.531, -2.769], [-1.106, -1.937, -3.506], [-0.959, -1.470, -2.041], [-1.755, 2.170, 4.883], [-1.409, 1.299, 4.570], [-1.108, 2.300, 5.595], [2.992, -3.144, 1.572], [3.501, -2.643, 0.916], [2.621, -3.882, 1.082], [0.390, -2.462, -4.521], [1.196, -2.782, -4.158], [0.126, -2.829, -5.362], [-0.350, 3.132, -1.551], [-1.034, 2.540, -1.157], [-0.658, 3.282, -2.471], [-3.248, 0.487, -2.599], [-4.070, 0.163, -2.976], [-2.579, -0.245, -2.793], [0.997, -2.070, 5.165], [1.842, -1.615, 5.107], [0.902, -2.856, 4.632], [2.118, -2.525, -2.351], [3.015, -2.221, -2.583], [1.846, -1.932, -1.632], [5.353, 1.643, -2.207], [6.018, 1.649, -1.538], [4.934, 2.524, -2.194], [-3.867, -1.538, 1.309], [-3.896, -2.000, 0.445], [-4.734, -1.063, 1.482], [-5.935, -0.128, 1.967], [-5.416, 0.687, 2.084], [-6.686, 0.112, 1.384], [0.156, 0.597, -4.992], [0.681, -0.238, -5.141], [-0.554, 0.288, -4.427], [-1.081, -4.539, -0.072], [-1.145, -4.172, 0.820], [-0.130, -4.344, -0.225], [2.756, -0.724, 2.969], [1.894, -0.303, 2.944], [2.632, -1.616, 2.601], [3.647, -0.322, -2.914], [3.087, 0.336, -2.482], [4.329, 0.233, -3.277], [-0.055, 2.945, 2.286], [-0.714, 3.384, 1.742], [-0.507, 2.760, 3.133], [-3.380, -2.548, 3.866], [-3.590, -2.163, 2.974], [-3.997, -3.237, 4.054], [-0.339, -3.761, 3.134], [-1.024, -3.141, 3.459], [-0.131, -4.378, 3.823], [5.681, 0.170, 2.059], [4.809, -0.089, 2.409], [6.065, 0.907, 2.542], [1.971, 1.468, -1.636], [1.291, 2.165, -1.734], [2.060, 1.518, -0.672], [0.126, -1.155, -0.584], [0.532, -0.317, -0.807], [-0.226, -1.042, 0.323]], "lowdin_charge": [-0.0661, -0.0185, 0.0752, -0.0315, 0.0569, 0.0128, -0.0750, 0.0338, 0.0314, -0.0634, 0.0139, 0.0498, -0.0596, 0.0279, 0.0176, -0.0540, -0.0273, -0.0348, -0.0281, 0.0329, -0.0132, -0.0320, 0.0441, 0.0229, -0.0557, 0.0054, 0.0406, -0.0536, 0.0787, 0.0233, -0.0454, 0.0048, 0.0911, -0.0732, 0.0366, 0.0588, -0.0643, 0.0124, 0.0255, -0.0616, 0.0352, 0.0289, -0.0820, 0.0092, 0.0583, -0.0557, 0.0150, 0.0137, -0.0285, 0.0173, 0.0655, -0.0881, 0.0157, 0.0345, -0.0851, 0.0633, 0.0207, -0.0456, 0.0419, 0.0069, -0.0570, 0.0556, 0.0418, -0.0495, 0.0329, 0.0015, -0.0919, 0.0402, 0.0275, -0.0390, 0.0336, 0.0891, -0.0551, 0.0617, 0.0177, -0.0578, 0.0278, 0.0316, -0.0552, 0.0273, 0.0140, -0.0745, 0.0027, 0.0295, -0.0380, 0.0065, 0.0426, -0.0597, 0.0204, 0.0298, -0.0362, 0.0329, 0.0367, -0.0645, 0.0082, 0.0350, -0.0598, 0.0224, 0.0217, -0.0578, 0.0177, 0.0074], "mol_weight_g_mol": 612.5, "homo_energy_ev": -10.642, "homo_lumo_gap_ev": 10.695, "e_lumo_ev": 0.054}

=====

Record 4
{"formula": "H6IO3", "method": "ωB97M-V/def2-TZVPD", "elements": ["I", "O", "H", "H", "O", "H", "H", "O", "H", "H"], "xyz": [[0.841, 0.465, 1.661], [0.318, -2.479, -0.477], [0.390, -1.915, 0.317], [-0.628, -2.529, -0.644], [2.385, 0.611, -1.673], [1.845, 0.311, -0.911], [1.739, 0.781, -2.365], [-2.476, 1.907, 1.207], [-1.542, 1.623, 1.129], [-2.872, 1.224, 1.756]], "lowdin_charge": [-0.2594, -0.1348, -0.1118, 0.0134, -0.1356, -0.1067, 0.0130, -0.1514, -0.1352, 0.0085], "mol_weight_g_mol": 180.9, "charge": -1, "homo_energy_ev": -4.354, "homo_lumo_gap_ev": 7.987, "e_lumo_ev": 3.633}